Record 1
Computed, not measured: 3 unconnected molecules or ions with the total composition C19H50N6O5P2S2 at a distorted geometry, with wB97M-V/def2-TZVPD.

XYZ file:
```
84
Properties=species:S:1:pos:R:3:mulliken_charge:R:1
H 5.98032 0.27788 -0.04134 0.430
C 5.28652 -2.78595 -2.06715 -0.867
C -5.30463 2.54156 -1.12743 -1.117
H 5.71785 -1.79173 -2.20407 0.292
H -4.28354 -0.77867 1.04203 0.421
H -6.98819 4.37233 -0.63957 0.405
H 3.83491 0.01440 0.49508 0.375
P -3.28286 4.27652 -0.60759 0.703
H -4.63486 -2.94510 2.15638 0.501
H -2.31127 -0.33738 0.32600 0.359
H 5.89338 -5.40497 2.45291 0.305
C 8.03184 -3.12606 1.57775 -0.960
N -3.38950 5.74085 -1.44230 0.059
H -5.42816 -1.75393 0.15897 0.396
H 3.11938 -1.53277 0.88037 -0.199
N 5.93101 -3.49953 -0.96175 -0.015
C -4.37256 -1.67998 0.43737 -1.066
H -3.01598 -3.11743 1.43514 0.231
H -2.30402 -3.41898 -0.68414 0.568
C -0.16196 -1.87812 0.41211 0.041
H -2.59706 0.34675 -1.24207 0.289
H 7.19891 -4.41140 -2.36285 0.363
H -5.18681 6.01344 -2.53823 0.298
H -3.65820 5.22321 2.87331 0.329
H 0.26337 -1.08638 1.02939 0.514
H 8.31941 -3.10634 2.63448 0.327
H -4.05348 4.84871 -3.24476 0.289
H 1.23125 -3.16096 -0.73700 0.303
C -1.51715 5.00691 1.27290 -1.110
H -4.59061 2.07186 -1.79793 0.287
H -2.84852 7.74542 -1.74425 0.366
H 8.04587 -2.09959 1.23277 0.261
H 4.21734 -2.68418 -1.90299 0.200
H -1.04563 -2.21735 0.95755 -0.154
H -4.81349 5.66131 1.63752 0.256
H -5.34947 1.95755 -0.19922 0.320
H 7.64933 -5.34893 2.51862 0.388
H 6.84908 -5.88267 1.03828 0.315
C -4.13069 5.78843 -2.70486 -0.912
P 5.31392 -3.31990 0.60586 1.056
H -5.93069 5.64418 -0.10174 0.289
S -0.72690 -1.20407 -1.17710 -0.227
C 7.22562 -4.03016 -1.33962 -0.852
H -1.37954 5.29227 2.31538 0.406
H -3.47232 6.72684 1.97128 0.382
C 4.02393 -0.94469 0.98667 -0.626
H -2.23881 7.08082 -0.26713 0.222
N 5.16074 -1.60511 0.35133 0.211
C 6.78945 -5.16926 1.87395 -1.154
H -4.21447 -1.24058 -1.66076 0.348
C -3.75705 5.66726 1.87708 -0.945
O -2.84514 2.86400 -0.35068 -0.734
C -3.10145 7.06548 -0.92799 -0.870
N -2.93199 4.96424 0.92544 0.149
H -3.96998 7.48209 -0.40959 0.277
O -4.21814 -3.93545 -1.26478 -0.366
C 0.77644 -3.08201 0.25078 -1.282
N 6.76150 -3.78762 1.41240 0.104
H 7.99437 -3.25312 -1.29764 0.279
H 0.21973 -3.99805 0.44529 0.393
H -6.28071 2.48546 -1.61717 0.416
H 8.84253 -3.63982 1.03696 0.389
C 6.28140 -0.68942 0.37114 -1.307
H 4.19650 -0.75919 2.05376 0.308
H 1.57652 -2.99409 0.98606 0.335
H 7.52706 -4.87685 -0.72807 0.220
C -2.38612 -0.59051 -0.73247 -1.015
H 6.65076 -0.51555 1.38978 0.338
H -2.74611 -2.94629 -2.32339 0.514
N -4.95703 3.93931 -0.88310 0.230
S -4.64639 -4.32889 0.21798 1.120
H -0.96259 5.72998 0.65697 0.296
C -3.55795 -1.61614 -0.87311 1.129
H 5.40823 -3.33405 -3.00508 0.365
C -3.10318 -3.00562 -1.30008 -1.420
H 7.09978 -1.03470 -0.26515 0.293
H -6.11132 4.15713 0.88035 0.343
O -4.03661 -5.55575 0.62192 -0.638
C -6.03437 4.55738 -0.13817 -1.246
H -3.72537 6.56118 -3.36272 0.344
H -1.05315 4.02721 1.13902 0.254
O -6.07322 -4.33090 0.31874 -0.615
C -4.07331 -2.95351 1.22578 -0.646
O 4.38429 -3.34226 1.79213 -0.860
```

E_tot ... -79937.236 eV
Net charge ... 0
HOMO-LUMO gap ... 8.8 eV
SMILES string ... CCSC[C@@H]1CCS(=O)(=O)OC1.CN(C)P(=O)(N(C)C)N(C)C.CN(C)P(=O)(N(C)C)N(C)C
M ... 568.7 g/mol
HOMO level ... -0.303 Eh

Record 2
Computed, not measured: 8 unconnected molecules or ions with the total composition C19H52NO12 at a distorted geometry, with wB97M-V/def2-TZVPD.

XYZ file:
```
84
Properties=species:S:1:pos:R:3:mulliken_charge:R:1
H 15.84372 15.27263 -13.88243 0.278
H 15.23361 10.84330 -4.19912 0.272
O 8.59834 6.32856 -11.06812 -0.501
H 11.23848 5.83433 -11.84092 0.295
H 16.02157 16.25208 -10.91916 0.266
C 8.65522 4.99922 -11.47673 -0.380
H 15.17659 2.88134 -8.37292 0.340
H 16.45016 4.63884 -8.96062 0.280
H 10.33197 12.67761 -14.09711 0.207
H 17.78340 9.93867 -5.67415 0.293
H 17.48610 10.46016 -11.90952 0.315
O 12.10847 8.59496 -10.28066 -0.633
H 17.05012 10.19643 -2.54812 0.362
C 14.71702 4.93577 -7.82163 0.545
O 18.88909 9.30163 -13.89240 -0.547
C 18.30789 9.78208 -11.67936 -1.180
C 16.18692 15.98536 -13.13252 -0.259
H 11.67987 12.51594 -6.65491 0.329
C 16.95693 10.60837 -5.43636 -1.319
H 9.45610 3.89953 -13.10404 0.356
O 12.82876 10.60922 -10.48546 -0.679
H 10.18075 9.71240 -14.92003 0.292
H 9.38698 5.56190 -13.26660 0.284
H 19.29002 10.24943 -11.60783 0.322
H 9.76109 10.57444 -13.42491 0.340
C 10.49982 12.50935 -16.19892 -1.361
H 11.54178 16.19393 -6.67103 0.359
H 12.29621 15.44605 -5.26442 0.323
H 10.95866 11.83774 -16.92453 0.334
H 8.68897 10.64767 -14.85519 0.338
H 12.05521 11.37776 -13.65573 0.309
C 15.79428 15.55896 -11.72912 -0.339
C 15.76491 5.46782 -8.78358 -1.177
C 10.25149 14.10642 -7.76948 -1.285
C 18.40974 8.67395 -12.70202 0.473
H 18.04778 9.41127 -10.68793 0.334
H 13.84106 5.57706 -7.91934 0.298
H 13.73650 3.14956 -7.35455 0.336
H 16.44073 10.87736 -6.35793 0.404
H 17.51837 8.82134 -3.53299 0.325
C 16.67788 9.45917 -3.25943 -1.321
H 9.43198 6.70512 -10.77682 0.298
O 15.24528 4.92881 -6.45926 -0.580
O 11.36775 13.01431 -5.89609 -0.527
H 16.43325 14.71014 -11.48551 0.242
N 12.45569 9.65222 -9.80846 0.973
H 16.41033 6.15491 -8.23638 0.342
C 11.96819 15.26668 -6.28829 -1.224
H 17.82115 16.12893 -14.17480 0.305
H 9.45279 12.76160 -16.36679 0.372
H 14.34223 14.20321 -11.66355 0.307
H 13.80639 3.60667 -9.13645 0.337
O 12.49277 9.77711 -8.57913 -0.665
H 14.79659 9.42740 -5.85700 0.277
C 9.68316 4.80462 -12.54071 -0.385
H 8.64655 4.32737 -10.61844 0.259
C 10.83572 14.22123 -6.36569 0.480
H 17.37293 11.50158 -4.97031 0.368
C 19.46363 7.67573 -12.19857 -1.350
H 19.25326 7.21469 -11.23353 0.357
O 11.98163 11.68991 -14.56057 -0.551
H 15.31167 5.91311 -9.66923 0.345
H 17.49283 8.08481 -12.71950 0.268
H 20.49346 8.03134 -12.16577 0.357
O 17.59575 16.27767 -13.25356 -0.521
H 12.82076 15.13055 -6.95366 0.286
O 14.41674 15.15714 -11.74134 -0.506
O 15.21008 9.04992 -5.07718 -0.530
C 10.62298 11.88501 -14.78647 0.558
H 10.08304 14.39507 -5.59669 0.211
H 18.15121 9.69626 -14.36295 0.327
H 15.97672 8.78122 -2.77271 0.336
H 9.97861 15.08813 -8.15661 0.356
H 19.48660 6.84511 -12.90401 0.326
C 14.32893 3.53952 -8.18222 -1.361
C 15.95090 10.06437 -4.45769 0.533
O 11.12413 4.97292 -12.24897 -0.484
H 11.11672 13.40677 -16.24548 0.327
H 9.37447 13.45951 -7.78997 0.332
C 9.72351 10.61449 -14.51353 -1.167
H 7.65381 4.98586 -11.90696 0.267
H 15.67790 16.92206 -13.35963 0.226
H 15.19359 5.87587 -6.31089 0.292
H 10.99712 13.73425 -8.47207 0.361
```

E_tot ... -46601.803 eV
Net charge ... -1
HOMO-LUMO gap ... 7.3 eV
M ... 486.6 g/mol
HOMO level ... -0.187 Eh

no.,E_LUMO (eV)
1,0.53
2,2.21